[1]
ORCA calculation (ωB97M-V/def2-TZVPD) on one molecule with the formula C7H6ClN3O2S.

Spin multiplicity ... 1
Maximum force ... 4.9 eV/A
ΔE to the lowest compared entry with this formula, charge and spin ... 470.5 kJ/mol
Orbital gap (alpha / beta) ... 7.26 / 7.26 eV
E_HOMO (alpha / beta) ... -7.62 / -7.62 eV
DFT total energy ... -39273.7382 eV

Element x y z (Å)
C: -1.40 2.39 0.87
C: -2.08 2.48 -0.39
C: -0.46 1.37 1.12
C: -1.74 1.47 -1.31
C: -0.17 0.35 0.24
C: -0.95 0.37 -1.00
C: 0.53 -2.54 -1.67
N: -0.87 -0.61 -1.94
N: -0.27 -1.66 -1.67
N: 3.09 -1.59 0.84
O: 1.11 -1.95 2.42
O: 0.83 -0.52 0.36
S: 1.88 -0.94 1.78
Cl: 0.65 -4.16 -1.20
H: -1.72 3.00 1.77
H: -2.64 3.27 -0.75
H: 0.25 1.48 1.83
H: -2.43 1.48 -2.12
H: 3.22 -1.18 -0.03
H: 3.17 -2.52 0.84

Atomic partial charges in e from the Mulliken method, atoms 1 to 8:
1. C -0.499
2. C -0.582
3. C -0.636
4. C -0.330
5. C 0.969
6. C 0.137
7. C 0.182
8. N -0.953

***

[2]
ORCA calculation (ωB97M-V/def2-TZVPD) on one molecule with the formula C7H6ClNOS.

Spin multiplicity ... 1
Maximum force ... 5.6 eV/A
ΔE to the lowest compared entry with this formula, charge and spin ... 201.4 kJ/mol
Orbital gap (alpha / beta) ... 8.13 / 8.10 eV
E_HOMO (alpha / beta) ... -8.61 / -8.62 eV
DFT total energy ... -34247.9302 eV

Element x y z (Å)
C: -0.59 -1.93 0.51
C: 0.00 -0.98 -0.35
C: -1.51 -1.63 1.42
C: -0.23 0.31 0.08
C: -1.14 0.59 1.08
C: 0.56 1.44 -0.64
C: -0.40 2.48 -0.96
N: -1.81 -0.34 1.73
O: -0.98 2.85 2.54
S: -1.80 2.29 1.48
Cl: -1.67 1.91 -2.01
H: -0.39 -3.01 0.19
H: 0.86 -1.12 -1.00
H: -2.11 -2.29 1.93
H: 1.36 1.71 0.12
H: 0.98 0.86 -1.51
H: -0.10 3.50 -1.14

Atomic partial charges in e from the Mulliken method, atoms 1 to 8:
1. C -0.372
2. C -0.516
3. C -0.455
4. C 0.597
5. C 0.267
6. C -0.253
7. C -0.636
8. N -0.576

***

Q: Look up the spin multiplicity of the second one.
A: 1

***

Q: Look up the ΔE to the lowest compared entry with this formula, charge and spin of the first one.
A: 470.5 kJ/mol

***

Q: Which of these has the highest maximum force?
A: C7H6ClNOS

***

Q: Which value of DFT total energy does entry 1 give?
A: -39273.7382 eV